Formula: C45H117CuN5O17
Source: the Open Molecules 2025 dataset
Level of theory: ωB97M-V/def2-TZVPD

<S²> ... 0.768
Relative energy (zero: lowest compared OMol25 entry of this formula, charge and spin) ... 56.37 kcal/mol
E_LUMO (spin up / spin down) ... 0.59 / -1.41 eV
Frontier orbital gap (spin up / spin down) ... 8.33 / 6.24 eV

Structure (ORCA input):
```
! RIJCOSX wB97M-V def2-TZVPD def2/J DEFGRID3
* xyz 0 2
Cu -0.745 -4.174 -2.543
C -4.967 -2.263 -2.377
C -3.612 -2.906 -2.064
O -2.835 -3.332 -3.163
H -5.590 -2.869 -3.034
H -4.846 -1.276 -2.825
H -5.512 -2.135 -1.441
H -3.744 -3.729 -1.361
H -3.080 -2.103 -1.555
C 1.459 -0.695 -0.579
C 0.217 -1.518 -0.252
C -0.904 -0.455 -0.186
O -0.007 -2.539 -1.196
H 2.288 -1.401 -0.622
H 1.818 0.020 0.162
H 1.427 -0.184 -1.541
H 0.196 -1.929 0.757
H -0.681 0.317 0.550
H -1.892 -0.838 0.069
H -1.112 0.092 -1.105
C -1.666 3.166 1.902
O -2.500 4.291 1.703
C -2.074 5.350 2.454
C -2.937 6.568 2.144
N -4.145 6.613 3.007
C -4.929 7.767 2.701
C -6.274 7.663 3.479
O -7.140 6.678 2.878
C -8.486 6.553 3.330
H -1.655 2.963 2.973
H -0.668 3.267 1.474
H -2.198 2.304 1.500
H -1.080 5.637 2.112
H -2.033 5.047 3.500
H -3.269 6.485 1.109
H -2.276 7.415 2.328
H -4.693 5.768 2.944
H -5.180 7.792 1.641
H -4.488 8.733 2.947
H -6.703 8.664 3.447
H -6.106 7.429 4.530
H -8.309 6.070 4.291
H -9.052 5.922 2.645
H -8.885 7.552 3.506
C -0.120 -0.620 -4.501
O -1.434 -0.919 -4.988
C -2.423 -0.136 -4.462
C -3.631 -0.246 -5.362
N -4.211 -1.602 -5.427
C -5.283 -1.669 -6.435
C -6.540 -0.937 -6.072
O -7.173 -1.523 -4.878
C -8.513 -1.065 -4.613
H 0.552 -1.210 -5.124
H 0.035 -0.754 -3.430
H 0.121 0.433 -4.651
H -2.241 0.933 -4.572
H -2.583 -0.335 -3.403
H -3.363 0.040 -6.379
H -4.386 0.440 -4.976
H -4.666 -1.764 -4.540
H -5.484 -2.738 -6.509
H -5.037 -1.355 -7.449
H -7.176 -0.985 -6.956
H -6.266 0.116 -5.996
H -8.514 0.010 -4.430
H -8.874 -1.485 -3.675
H -9.222 -1.319 -5.401
C 7.888 1.200 0.986
O 6.770 0.609 1.640
C 7.102 -0.321 2.670
C 5.807 -1.042 3.237
N 5.141 -1.757 2.125
C 5.809 -2.915 1.586
C 5.093 -3.706 0.482
O 4.064 -4.545 0.945
C 2.901 -3.922 1.474
H 8.364 1.940 1.630
H 7.552 1.655 0.055
H 8.636 0.501 0.613
H 7.481 0.262 3.510
H 7.764 -1.102 2.295
H 5.100 -0.311 3.629
H 6.117 -1.662 4.079
H 5.153 -1.051 1.402
H 5.989 -3.659 2.362
H 6.765 -2.632 1.144
H 5.790 -4.365 -0.035
H 4.694 -2.990 -0.237
H 2.617 -2.959 1.051
H 3.072 -3.772 2.540
H 2.052 -4.595 1.349
C -3.759 -6.995 0.252
O -2.853 -7.955 -0.263
C -2.954 -8.144 -1.649
C -2.385 -6.964 -2.493
N -1.325 -6.192 -1.769
C -0.201 -7.040 -1.519
C 1.147 -6.307 -1.359
O 1.216 -5.219 -2.256
C 2.562 -4.640 -2.347
H -3.690 -6.010 -0.210
H -3.539 -6.896 1.315
H -4.757 -7.335 -0.025
H -3.956 -8.473 -1.926
H -2.308 -9.017 -1.743
H -3.201 -6.282 -2.733
H -2.144 -7.232 -3.522
H -1.717 -5.980 -0.862
H -0.061 -7.680 -2.390
H -0.386 -7.731 -0.697
H 2.056 -6.878 -1.545
H 1.218 -5.932 -0.338
H 2.824 -4.155 -1.407
H 2.431 -3.903 -3.139
H 3.349 -5.317 -2.679
C 1.776 2.294 2.549
O 2.803 2.966 3.259
C 4.100 2.896 2.692
C 5.158 3.703 3.516
N 4.681 5.029 3.806
C 5.620 5.698 4.697
C 5.079 7.014 5.139
O 3.817 6.789 5.746
C 3.151 7.864 6.368
H 2.034 1.269 2.286
H 1.428 2.753 1.623
H 0.921 2.238 3.224
H 4.097 3.176 1.638
H 4.480 1.874 2.679
H 6.123 3.697 3.009
H 5.332 3.192 4.462
H 3.802 4.971 4.300
H 6.583 5.882 4.221
H 5.764 5.147 5.627
H 5.000 7.686 4.285
H 5.853 7.388 5.809
H 2.861 8.624 5.643
H 3.681 8.331 7.198
H 2.220 7.451 6.756
C -0.469 -6.032 2.500
C -1.040 -4.718 1.940
O -0.941 -4.630 0.558
H 0.575 -6.148 2.208
H -1.017 -6.911 2.161
H -0.558 -6.137 3.582
H -0.594 -3.870 2.459
H -2.103 -4.605 2.156
H -0.487 -3.831 0.277
C 4.788 1.455 -0.954
C 3.796 2.555 -1.401
O 3.744 2.644 -2.818
H 4.732 1.161 0.094
H 5.832 1.695 -1.153
H 4.621 0.515 -1.480
H 4.100 3.506 -0.963
H 2.821 2.256 -1.016
H 3.323 3.481 -3.026
C 3.382 -1.782 -5.145
C 3.553 -0.620 -4.190
O 3.722 0.600 -4.827
H 3.147 -2.756 -4.717
H 4.336 -1.800 -5.673
H 2.640 -1.637 -5.930
H 4.486 -0.845 -3.673
H 2.654 -0.588 -3.575
H 3.474 1.266 -4.182
C -0.606 2.780 -2.273
C -1.701 3.637 -1.750
O -2.221 4.379 -2.831
H 0.001 2.336 -1.484
H 0.160 3.356 -2.792
H -1.068 1.946 -2.801
H -1.347 4.294 -0.955
H -2.409 2.931 -1.314
H -1.791 5.229 -2.945
C -1.990 -1.678 3.602
C -1.776 -0.144 3.554
O -1.868 0.339 4.911
H -2.131 -1.995 2.569
H -2.832 -1.965 4.232
H -1.075 -2.066 4.051
H -2.607 0.296 3.002
H -0.821 0.076 3.077
H -2.790 0.420 5.165
*
```

Atom charges from the Löwdin analysis, given in e for atoms 1 to 6:
1 Cu 0.618
2 C -0.079
3 C -0.352
4 O -0.133
5 H 0.075
6 H 0.062